Entry 1:
The following is a quantum chemistry calculation of a molecular structure, C4H5Br at a distorted geometry, from OMol25.

ORCA input file:
```
! RIJCOSX wB97M-V def2-TZVPD def2/J DEFGRID3
* xyz 0 1
C 0.96465 1.61871 -0.31811
C -0.74877 -1.43109 0.98504
C 0.83777 0.33807 -0.61239
C -0.72568 -0.54476 0.06707
Br -2.27865 -0.08482 -0.85689
H 1.64667 2.06622 -1.12781
H 0.59624 2.06212 0.58247
H -1.64901 -1.92762 1.20871
H 0.04778 -1.89961 1.50095
H 1.30901 -0.19722 -1.42904
*
```

Computed properties:
**Orbital gap**: 0.38667 Ha
**Relative energy (zero: lowest compared OMol25 entry of this formula, charge and spin)**: 45.2 kcal per mole
**HOMO**: -9.572 eV
**Total energy**: -2729.29870 Ha

Entry 2:
The following is a quantum chemistry calculation of 2 unconnected molecules or ions with the total composition C4H5BrN2 at a distorted geometry, from OMol25.

ORCA input file:
```
! RIJCOSX wB97M-V def2-TZVPD def2/J DEFGRID3
* xyz 0 1
C -0.38424 -1.68166 0.00708
C -1.25369 0.92382 -0.05719
C 1.45895 -0.05706 0.09216
C 0.20119 -0.59015 0.67750
N -0.93223 -2.56863 -0.53140
N -0.50343 1.62212 -0.75110
Br -2.96425 0.47906 0.28156
H 2.02595 -0.70400 -0.45921
H 2.19730 0.21127 0.94301
H 1.11184 0.74586 -0.46142
H -0.18064 -0.66052 1.72580
H -0.77675 2.27990 -1.46678
*
```

Computed properties:
**Orbital gap**: 0.31994 Ha
**Relative energy (zero: lowest compared OMol25 entry of this formula, charge and spin)**: 77.0 kcal per mole
**HOMO**: -8.884 eV
**Total energy**: -2838.81067 Ha

Entry 3:
The following is a quantum chemistry calculation of a molecular structure, C4H5CeO6 at a distorted geometry, from OMol25.

ORCA input file:
```
! RIJCOSX wB97M-V def2-TZVPD def2/J DEFGRID3
* xyz 2 2
O 2.52733 -0.95290 0.77784
C 2.13816 -0.23675 -0.19030
O 2.71771 0.86154 -0.43008
O 1.16575 -0.71014 -0.93992
Ce 4.59875 0.46120 1.25523
C -0.21913 -0.59778 -0.63002
C -0.91162 -1.33849 0.47159
H -0.66627 -0.91099 -1.58183
H -0.25432 -0.82739 1.27658
H -1.92100 -1.60941 0.14322
O -2.71335 0.54502 -0.29095
C -1.73436 1.26466 -0.23627
O -0.50146 0.89085 -0.51544
O -1.70507 2.39609 0.44735
H -2.01834 3.11812 -0.11347
H -0.50278 -2.35363 0.55646
*
```

Computed properties:
**Orbital gap (spin up / spin down)**: 0.10402 / 0.12593 Ha
**<S²>**: 0.753
**Relative energy (zero: lowest compared OMol25 entry of this formula, charge and spin)**: 12.3 kcal per mole
**HOMO (spin up / spin down)**: -15.484 / -15.484 eV
**Total energy**: -1081.22064 Ha

Entry 4:
The following is a quantum chemistry calculation of 2 unconnected molecules or ions with the total composition C4H5Cl at a distorted geometry, from OMol25.

ORCA input file:
```
! RIJCOSX wB97M-V def2-TZVPD def2/J DEFGRID3
* xyz 0 1
C 1.05470 -0.29553 -0.08732
C -2.31315 -0.99440 0.40726
C -0.97851 -1.11102 0.43616
C 1.00753 0.99088 0.52506
Cl -3.00221 0.59803 -0.08006
H -3.11545 -1.67909 0.63985
H -0.63652 -2.15275 0.62945
H -0.07019 1.34831 0.51477
H 1.85426 1.56848 0.13448
H 1.26465 0.72840 1.66175
*
```

Computed properties:
**Orbital gap (spin up / spin down)**: 0.29376 / 0.29373 Ha
**Relative energy (zero: lowest compared OMol25 entry of this formula, charge and spin)**: 143.7 kcal per mole
**HOMO (spin up / spin down)**: -9.031 / -9.031 eV
**Total energy**: -615.32669 Ha